1.
Density functional theory data (wB97M-V/def2-TZVPD) for one molecule with the formula C4H9NOS in a non-equilibrium geometry.

Structure (XYZ):
```
16
C4H9NOS | the OMol25 dataset | wB97M-V/def2-TZVPD
N 0.549 -0.252 1.923
C 0.283 0.484 0.670
C 1.480 1.433 0.529
O 2.046 1.652 -0.507
C 0.271 -0.422 -0.562
C -1.097 -1.012 -0.887
S -2.316 0.125 -1.624
H 0.505 -1.236 1.621
H -0.339 -0.444 2.410
H -0.686 0.982 0.548
H 1.877 1.774 1.501
H 0.493 0.151 -1.465
H 1.026 -1.209 -0.602
H -1.516 -1.592 -0.064
H -0.982 -1.681 -1.736
H -1.594 1.247 -1.756
```

Properties
E_LUMO = 0.72 eV
SMILES string = N[C@@H](C=O)CCS
Highest occupied orbital energy = -9.2 eV
Energy above the lowest of the compared OMol25 structures with the same formula, charge and spin = 1.997 eV
Gap between HOMO and LUMO = 9.95 eV


2.
Density functional theory data (wB97M-V/def2-TZVPD) for a 2-piece molecular cluster, C4H9NOS overall in a non-equilibrium geometry.

Structure (XYZ):
```
16
C4H9NOS | the OMol25 dataset | wB97M-V/def2-TZVPD
C -1.193 -0.117 1.750
N -0.452 -1.170 1.025
C 0.395 -0.665 -0.062
C 0.001 -0.537 -1.503
S -1.790 -0.313 -1.443
C 1.657 -0.320 0.210
O 2.423 0.365 -0.586
H -2.071 -0.630 2.280
H -1.730 0.550 0.950
H -0.511 0.520 2.372
H -1.156 -1.712 0.487
H 1.156 2.782 -1.516
H 0.254 -1.550 -1.873
H 0.287 0.304 -2.164
H 0.687 3.231 -1.119
H 2.041 -0.738 1.190
```

Properties
Total charge = +1
E_LUMO (alpha / beta) = -8.33 / -8.45 eV
Multiplicity = 2
Highest occupied orbital energy (alpha / beta) = -14.7 / -14.2 eV
Energy above the lowest of the compared OMol25 structures with the same formula, charge and spin = 5.018 eV
Gap between HOMO and LUMO (alpha / beta) = 6.35 / 5.72 eV


3.
Density functional theory data (wB97M-V/def2-TZVPD) for one molecule with the formula C4H9NOS2 in a non-equilibrium geometry.

Structure (XYZ):
```
17
C4H9NOS2 | the OMol25 dataset | wB97M-V/def2-TZVPD
C -0.249 -0.999 3.174
N 0.798 -0.718 2.140
C 0.909 0.355 1.242
O 1.952 0.739 0.801
C -0.554 0.924 1.033
C -0.647 1.446 -0.376
S -1.308 0.151 -1.506
S 0.222 -0.918 -2.405
H 0.256 -1.317 4.087
H -0.978 -1.730 2.823
H -0.619 -0.026 3.495
H 1.571 -1.328 2.362
H -1.239 0.126 1.282
H -0.385 1.810 1.686
H -1.402 2.234 -0.304
H 0.255 1.882 -0.836
H 0.564 -0.227 -3.507
```

Properties
E_LUMO = 0.59 eV
SMILES string = CNC(=O)CCSS
Highest occupied orbital energy = -9.1 eV
Energy above the lowest of the compared OMol25 structures with the same formula, charge and spin = 1.001 eV
Gap between HOMO and LUMO = 9.66 eV


4.
Density functional theory data (wB97M-V/def2-TZVPD) for a 2-piece molecular cluster, C4H9NOS2 overall in a non-equilibrium geometry.

Structure (XYZ):
```
17
C4H9NOS2 | the OMol25 dataset | wB97M-V/def2-TZVPD
S -2.574 -0.320 0.393
S 1.369 -0.723 1.847
C 0.092 -1.561 0.923
C 0.114 -1.371 -0.600
C 0.793 -0.099 -1.042
N 0.070 1.011 -0.702
C 0.733 2.212 -0.206
O 1.910 -0.020 -1.518
H -3.725 0.101 0.919
H -0.862 -1.393 1.470
H 0.436 -2.590 1.112
H 0.766 -2.168 -0.972
H -0.886 -1.471 -1.019
H -0.866 0.816 -0.369
H -0.023 3.000 -0.231
H 1.071 2.091 0.822
H 1.583 2.485 -0.827
```

Properties
E_LUMO = -4.56 eV
Highest occupied orbital energy = -8.9 eV
Energy above the lowest of the compared OMol25 structures with the same formula, charge and spin = 4.991 eV
Gap between HOMO and LUMO = 4.34 eV